114
Properties=species:S:1:pos:R:3 method="wB97M-V/def2-TZVPD" homo_lumo_gap_ev=4.07 total_charge=+1 e_lumo_ha=-0.2405 e_homo_ev=-10.617
C 4.370 2.199 3.317
C 3.396 2.584 4.464
C 3.055 1.264 5.260
I 2.354 1.865 7.214
C 2.061 0.472 4.413
C 2.514 -0.685 3.742
C 3.946 -1.205 3.894
C 4.075 -2.067 5.197
O 3.011 -3.019 5.201
Si 2.225 -3.298 6.663
C 0.591 -4.162 6.202
C 1.745 -1.753 7.609
C 3.139 -4.537 7.774
C 1.670 -1.411 2.906
C 0.343 -0.978 2.765
C -0.164 0.132 3.423
C -1.604 0.630 3.334
C -2.157 0.738 1.908
O -1.521 1.240 1.005
C -3.571 0.236 1.665
C -4.306 0.718 0.585
C -5.586 0.278 0.339
C -6.221 -0.635 1.171
C -5.497 -1.121 2.247
C -4.201 -0.704 2.470
C 0.741 0.836 4.223
O 0.273 1.985 4.858
N -0.634 1.658 5.900
O -1.271 2.593 6.162
C -0.508 -1.827 1.828
O -1.651 -2.152 2.060
C 0.221 -2.290 0.569
C -0.352 -2.309 -0.708
P -2.058 -1.745 -1.078
O -1.978 -0.363 -1.641
C 0.395 -2.743 -1.780
C 1.707 -3.160 -1.666
C 2.479 -3.570 -2.901
C 2.906 -2.243 -3.628
S 3.493 -0.960 -2.475
C 2.196 0.212 -2.416
N 1.188 0.367 -3.235
N 0.395 1.357 -2.784
C 0.921 1.824 -1.690
O 2.038 1.130 -1.451
C 2.288 -3.148 -0.391
S 4.001 -3.664 -0.196
C 1.543 -2.713 0.696
C 2.115 -2.636 2.118
O 2.825 -3.509 2.549
H 3.895 1.452 2.665
H 4.713 3.059 2.736
H 5.224 1.671 3.771
H 2.472 2.942 3.994
H 3.829 3.332 5.135
H 4.004 0.752 5.410
H 4.637 -0.362 4.003
H 4.268 -1.791 3.032
H 5.009 -2.645 5.094
H 4.148 -1.449 6.105
H 0.480 -5.139 6.682
H -0.239 -3.500 6.501
H 0.516 -4.223 5.104
H 2.616 -1.174 7.947
H 1.237 -1.086 6.887
H 1.027 -1.924 8.418
H 4.095 -4.159 8.155
H 2.437 -4.807 8.576
H 3.307 -5.429 7.153
H -1.677 1.639 3.761
H -2.211 0.003 3.998
H -3.888 1.436 -0.119
H -6.163 0.634 -0.515
H -7.230 -1.000 0.996
H -5.942 -1.851 2.923
H -3.693 -1.161 3.316
H -2.611 -2.558 -2.107
H -2.871 -1.694 0.070
H -0.020 -2.775 -2.791
H 1.871 -4.190 -3.573
H 3.400 -4.112 -2.674
H 3.707 -2.421 -4.353
H 2.007 -1.841 -4.116
H 0.500 2.618 -1.093
H 4.644 -2.509 0.117
C -1.721 1.426 -5.387
C -1.271 1.985 -6.750
C -0.480 3.289 -6.549
C -1.359 4.483 -6.175
C -2.488 4.674 -7.190
C -3.339 3.410 -7.403
N -2.461 2.205 -7.657
O -2.081 2.233 -8.807
C -4.250 3.176 -6.177
C -4.331 3.651 -8.549
C -0.325 0.904 -7.284
H -2.179 2.166 -4.737
H -2.418 0.595 -5.510
H -0.864 1.052 -4.830
H 0.063 3.533 -7.470
H 0.274 3.132 -5.778
H -1.765 4.355 -5.170
H -0.746 5.385 -6.143
H -3.136 5.490 -6.868
H -2.050 4.987 -8.144
H -4.713 2.189 -6.210
H -5.053 3.910 -6.159
H -3.740 3.285 -5.224
H -3.842 3.935 -9.480
H -5.005 4.463 -8.289
H -4.938 2.763 -8.735
H -0.857 -0.033 -7.459
H 0.459 0.710 -6.555
H 0.173 1.196 -8.210



44
Properties=species:S:1:pos:R:3 method="wB97M-V/def2-TZVPD" homo_lumo_gap_ev=1.74 total_charge=-1 e_lumo_ha=0.0077 e_homo_ev=-1.530
C 2.994 -0.251 -0.607
C 1.984 -0.115 -1.707
O 0.947 -1.161 -1.613
B -0.193 -0.716 -1.124
O -0.251 -0.225 0.123
P -1.771 -0.825 -2.241
C -2.920 -2.130 -1.464
F -2.404 -2.382 -0.227
C -4.377 -1.772 -1.361
C -4.750 -0.987 -0.123
P -2.895 1.036 -2.405
C -2.935 1.620 -4.140
C -2.177 2.306 -1.293
H 3.971 -0.017 -1.002
H 3.043 -1.263 -0.245
H 2.749 0.432 0.185
H 1.496 0.855 -1.675
H 2.434 -0.220 -2.686
H -1.086 0.223 0.335
H -1.364 -1.282 -3.501
H -2.757 -3.023 -2.054
H -4.726 -1.295 -2.262
H -4.914 -2.712 -1.313
H -4.238 -1.338 0.754
H -5.814 -1.058 0.015
H -4.530 0.068 -0.212
H -3.813 2.241 -4.215
H -3.088 0.803 -4.823
H -2.088 2.220 -4.440
H -2.803 2.346 -0.419
H -2.245 3.271 -1.771
H -1.151 2.134 -0.992
C 2.912 0.397 3.376
C 2.832 -0.146 4.666
C 4.185 -0.250 5.412
O 4.240 -0.644 6.581
C 5.376 0.116 4.699
C 5.453 0.643 3.406
C 4.092 0.843 2.706
O 4.003 1.362 1.582
O 6.487 0.957 2.787
O 1.798 -0.530 5.235
H 1.998 0.514 2.796
H 6.294 -0.042 5.257



116
Properties=species:S:1:pos:R:3 method="wB97M-V/def2-TZVPD" homo_lumo_gap_ev=6.56 total_charge=-1 e_lumo_ha=0.0736 relative_energy_ev=0.000 e_homo_ev=-4.557
Sn -1.270 -0.694 -0.998
O -4.163 0.534 -4.438
C -3.161 0.787 -3.781
O -2.794 0.220 -2.695
C -2.310 1.991 -4.247
P -0.638 2.069 -3.492
C -0.141 3.756 -4.041
C 0.240 4.082 -5.342
C 0.544 5.390 -5.684
C 0.464 6.399 -4.733
C 0.082 6.091 -3.436
C -0.212 4.777 -3.096
C 0.322 1.028 -4.646
C 1.704 1.186 -4.733
C 2.470 0.316 -5.490
C 1.865 -0.733 -6.168
C 0.492 -0.903 -6.082
C -0.276 -0.030 -5.326
H -2.850 2.899 -3.959
H -2.250 1.987 -5.338
H 0.307 3.300 -6.088
H 0.840 5.625 -6.699
H 0.701 7.420 -5.002
H 0.017 6.871 -2.688
H -0.511 4.538 -2.081
H 2.191 1.983 -4.182
H 3.544 0.441 -5.528
H 2.465 -1.423 -6.748
H 0.013 -1.729 -6.593
H -1.343 -0.197 -5.253
C 2.352 4.113 3.630
C 3.270 3.164 2.848
C 4.216 3.982 1.960
C 4.113 2.367 3.843
C 2.401 2.265 1.975
C 1.654 2.808 0.931
C 0.826 1.986 0.190
N 0.726 0.679 0.395
C 1.466 0.133 1.351
C 2.287 0.898 2.178
C 1.390 -1.353 1.458
C 2.367 -2.084 2.128
C 2.326 -3.469 2.125
C 1.269 -4.060 1.440
C 0.328 -3.266 0.815
N 0.377 -1.937 0.824
C 3.407 -4.331 2.767
C 4.153 -5.074 1.650
C 2.757 -5.344 3.717
C 4.415 -3.500 3.561
H 2.945 4.770 4.269
H 1.663 3.549 4.262
H 1.757 4.733 2.959
H 4.862 4.605 2.582
H 3.671 4.639 1.284
H 4.845 3.327 1.357
H 4.734 3.053 4.421
H 4.772 1.662 3.335
H 3.491 1.813 4.547
H 1.689 3.863 0.698
H 0.209 2.381 -0.608
H 2.840 0.416 2.968
H 3.189 -1.566 2.593
H 1.172 -5.135 1.367
H -0.507 -3.704 0.287
H 3.472 -5.688 1.062
H 4.918 -5.724 2.079
H 4.633 -4.368 0.971
H 2.093 -6.026 3.188
H 2.173 -4.837 4.487
H 3.529 -5.941 4.207
H 4.957 -2.803 2.919
H 5.149 -4.164 4.019
H 3.929 -2.933 4.357
C -2.677 -0.571 2.179
Si -3.264 -2.256 1.601
C -2.625 -3.508 2.870
C -5.145 -2.236 1.776
N -2.703 -2.512 0.010
C -2.946 -3.651 -0.694
C -3.708 -4.767 -0.270
C -3.881 -5.898 -1.053
C -3.307 -5.998 -2.313
C -2.546 -4.929 -2.775
C -2.398 -3.825 -1.976
F -1.642 -2.784 -2.445
H -2.892 -0.421 3.239
H -3.180 0.219 1.623
H -1.601 -0.449 2.033
H -2.954 -3.224 3.874
H -1.533 -3.536 2.872
H -2.979 -4.521 2.676
H -5.431 -1.924 2.783
H -5.596 -3.210 1.586
H -5.580 -1.531 1.065
H -4.177 -4.726 0.702
H -4.482 -6.715 -0.670
H -3.443 -6.879 -2.924
H -2.072 -4.937 -3.747
S 3.422 -1.536 -1.448
C 1.839 -1.421 -1.817
N 0.695 -1.343 -2.058
S -4.719 3.479 0.139
C -3.504 2.408 -0.495
N -2.487 2.186 0.255
C -2.606 2.874 1.454
C -1.699 2.815 2.513
C -1.960 3.548 3.651
C -3.114 4.336 3.755
C -4.029 4.393 2.724
C -3.765 3.652 1.573
H -3.624 1.935 -1.462
H -0.823 2.187 2.433
H -1.270 3.507 4.483
H -3.296 4.900 4.661
H -4.927 4.989 2.808



26
Properties=species:S:1:pos:R:3 method="wB97M-V/def2-TZVPD" homo_lumo_gap_ev="7.20 / 7.21" total_charge=0 multiplicity=2 e_lumo_ha="-0.0465 / -0.0342" relative_energy_ev=0.015 e_homo_ev="-8.464 / -8.135" s2=0.7833
V 0.344 0.164 0.226
C 0.776 3.638 -0.273
C 1.045 2.402 0.541
C 2.127 1.522 0.180
C 2.434 0.421 0.993
C 1.595 0.076 2.063
C 0.445 0.844 2.347
C 0.232 2.043 1.598
H 0.344 4.418 0.351
H 0.081 3.435 -1.090
H 1.699 4.012 -0.712
H 2.769 1.774 -0.649
H 3.304 -0.175 0.766
H 1.820 -0.790 2.666
H -0.190 0.599 3.182
H -0.612 2.670 1.850
O -1.983 -1.040 -2.127
Cl -1.582 0.210 -1.597
O -2.289 1.312 -2.141
O -0.098 0.403 -1.764
O -1.691 0.205 -0.095
N 0.352 -1.682 0.039
C 0.223 -2.859 -0.063
N 0.140 -4.059 -0.284
C -0.080 -5.191 0.348
N -0.267 -6.216 0.844



43
Properties=species:S:1:pos:R:3 method="wB97M-V/def2-TZVPD" homo_lumo_gap_ev=9.06 total_charge=0 smiles="CC(=O)Nc1ccc(C(=O)CSc2nnc(Cc3ccccc3)o2)cc1" e_lumo_ha=0.0150 relative_energy_ev=0.751 e_homo_ev=-8.648
C -7.002 -2.114 -0.668
C -6.163 -0.866 -0.491
O -6.557 0.244 -0.754
N -4.915 -1.152 -0.002
C -3.863 -0.288 0.287
C -3.937 1.090 0.089
C -2.850 1.890 0.373
C -1.672 1.341 0.878
C -0.473 2.134 1.198
O 0.356 1.776 2.001
C -0.327 3.456 0.448
S 1.439 3.803 0.170
C 1.778 2.306 -0.602
N 0.910 1.395 -0.921
N 1.609 0.389 -1.488
C 2.852 0.733 -1.491
C 4.012 -0.071 -1.940
C 4.576 -0.806 -0.745
C 3.780 -1.724 -0.070
C 4.272 -2.391 1.037
C 5.562 -2.148 1.479
C 6.356 -1.232 0.812
C 5.864 -0.560 -0.294
O 3.035 1.962 -0.937
C -1.614 -0.035 1.101
C -2.687 -0.841 0.800
H -6.527 -2.788 -1.378
H -7.982 -1.834 -1.044
H -7.118 -2.629 0.283
H -4.715 -2.127 0.179
H -4.848 1.522 -0.292
H -2.937 2.955 0.224
H -0.704 4.281 1.053
H -0.824 3.430 -0.519
H 3.662 -0.781 -2.690
H 4.765 0.588 -2.373
H 2.772 -1.900 -0.416
H 3.646 -3.101 1.558
H 5.945 -2.668 2.345
H 7.362 -1.036 1.154
H 6.487 0.158 -0.809
H -0.701 -0.454 1.496
H -2.623 -1.908 0.960



88
Properties=species:S:1:pos:R:3 method="wB97M-V/def2-TZVPD" homo_lumo_gap_ev=7.46 total_charge=0 e_lumo_ha=-0.0540 relative_energy_ev=0.000 e_homo_ev=-8.932
Ir 0.631 1.512 -0.628
N 2.160 1.521 4.278
C 2.853 1.987 3.023
C 1.974 1.505 1.879
N 2.170 2.107 0.562
H 2.765 1.574 5.097
H 1.829 0.556 4.171
H 1.334 2.117 4.465
H 3.850 1.550 3.001
H 2.941 3.070 3.084
H 0.932 1.697 2.135
H 2.084 0.428 1.756
H 3.052 1.889 0.092
H 2.029 3.120 0.581
F -1.852 -4.575 1.162
C -1.877 -3.502 1.958
C -1.010 -2.441 1.743
C -1.072 -1.436 2.686
F -0.186 -0.413 2.637
C -1.939 -1.430 3.758
F -1.906 -0.440 4.655
C -2.820 -2.487 3.911
F -3.667 -2.508 4.930
C -2.780 -3.535 3.010
F -3.588 -4.577 3.175
Ge 0.231 -2.449 0.190
S 1.314 -0.722 -0.589
C -0.802 -3.400 -1.183
C -0.612 -4.705 -1.604
F 0.260 -5.504 -0.976
C -1.353 -5.264 -2.629
F -1.151 -6.525 -3.005
C -2.331 -4.507 -3.254
F -3.048 -5.035 -4.238
C -2.577 -3.212 -2.835
F -3.534 -2.493 -3.411
C -1.816 -2.693 -1.804
F -2.089 -1.453 -1.383
C 1.823 -3.451 0.777
C 2.681 -4.026 -0.148
F 2.378 -4.001 -1.447
C 3.894 -4.591 0.207
F 4.684 -5.143 -0.708
C 4.298 -4.554 1.530
F 5.461 -5.082 1.891
C 3.498 -3.932 2.472
F 3.906 -3.837 3.741
C 2.292 -3.386 2.076
F 1.593 -2.725 3.029
F -1.214 2.466 3.406
C -0.961 3.684 2.886
C -1.469 4.065 1.706
N -1.185 5.285 1.154
C -1.330 5.431 -0.293
C -0.456 4.412 -1.052
O -0.375 4.486 -2.254
O 0.090 3.522 -0.272
C -0.375 6.201 1.805
O -0.054 7.271 1.349
N 0.095 5.771 3.041
C -0.032 4.520 3.598
O 0.625 4.186 4.581
H -2.126 3.415 1.141
H -1.017 6.432 -0.569
H -2.369 5.292 -0.591
H 0.700 6.426 3.518
O 3.357 1.315 -3.671
C 2.288 1.342 -3.111
O 2.236 1.647 -1.819
C 1.033 0.906 -3.810
C -0.218 1.466 -3.585
C -1.340 0.991 -4.255
C -1.220 -0.050 -5.157
C 0.041 -0.578 -5.383
C 1.171 -0.117 -4.743
N 0.181 -1.681 -6.356
O 1.284 -2.162 -6.510
O -0.820 -2.043 -6.942
H -0.318 2.335 -2.948
H -2.306 1.444 -4.074
H -2.071 -0.445 -5.692
H 2.141 -0.540 -4.955
B -4.019 1.514 -0.717
C -2.486 1.310 -0.540
N -1.337 1.199 -0.420
H -4.213 2.709 -0.624
H -4.561 0.882 0.160
H -4.279 1.091 -1.819